No. 1
The following is a DFT calculation (ωB97M-V with the def2-TZVPD basis set) of C6H9N in the gas phase.

Calculated values
Orbital gap in eV: 10.084
Calculated total energy in a.u.: -288.75611
SMILES string: CC1=CC=N[C@H]1C
ΔE to the lowest compared entry with this formula, charge and spin in kJ/mol: 68.1
LUMO energy in Ha: 0.032

Geometry as ORCA input:
```
! wB97M-V def2-TZVPD RIJCOSX def2/J DEFGRID3
* xyz 0 1
C -1.151 1.458 -0.440
C 0.091 0.867 0.221
C 0.187 -0.642 0.233
C -0.923 -1.548 0.661
C 1.414 -0.953 -0.216
C 2.062 0.316 -0.568
N 1.336 1.355 -0.365
H -1.262 1.098 -1.467
H -1.070 2.548 -0.463
H -2.051 1.188 0.124
H -0.596 -2.592 0.703
H -1.757 -1.483 -0.049
H -1.320 -1.270 1.645
H 1.858 -1.939 -0.308
H 3.069 0.407 -0.972
H 0.117 1.211 1.266
*
```

=====

No. 2
The following is a DFT calculation (ωB97M-V with the def2-TZVPD basis set) of C3H8O2S in the gas phase.

Calculated values
Orbital gap in eV: 9.890
Calculated total energy in a.u.: -667.74403
SMILES string: OCC(S)CO
ΔE to the lowest compared entry with this formula, charge and spin in kJ/mol: 96.9
LUMO energy in Ha: 0.022

Geometry as ORCA input:
```
! wB97M-V def2-TZVPD RIJCOSX def2/J DEFGRID3
* xyz 0 1
C -0.375 -1.347 0.038
C 0.248 0.030 -0.307
C -0.393 1.191 0.441
H -2.278 -1.996 -0.204
H -0.086 -1.657 1.060
H -0.043 -2.160 -0.583
H 0.144 0.169 -1.404
H 2.390 -0.798 -0.914
H 0.332 1.991 0.493
H -0.646 0.913 1.457
H -2.146 0.881 -0.321
O -1.815 -1.241 0.123
O -1.522 1.634 -0.307
S 2.009 0.017 0.053
*
```

=====

No. 3
The following is a DFT calculation (ωB97M-V with the def2-TZVPD basis set) of a molecular structure, C15H19ClOPt.

Calculated values
Orbital gap (spin up / spin down) in eV: 5.930 / 6.094
Calculated total energy in a.u.: -1236.88164
LUMO energy (spin up / spin down) in Ha: -0.320 / -0.332

Geometry as ORCA input:
```
! wB97M-V def2-TZVPD RIJCOSX def2/J DEFGRID3
* xyz 2 5
C 0.227 0.717 -6.101
C 1.617 1.243 -5.912
C -0.042 -0.725 -5.928
C -0.898 1.703 -5.977
Cl 0.355 1.326 -2.500
H -0.112 -1.302 -6.849
H -0.989 -0.862 -5.392
H 0.750 -1.181 -5.322
H 2.167 1.520 -6.823
H 2.225 0.497 -5.374
H 1.570 2.161 -5.293
H -1.284 2.161 -6.899
H -0.552 2.544 -5.339
H -1.754 1.208 -5.481
C 2.451 -1.592 0.330
C 1.276 -2.091 -0.329
C 1.338 -1.629 -1.727
H 0.620 -2.896 -0.032
C 2.561 -0.837 -1.870
C 3.200 -0.793 -0.603
H 4.119 -0.254 -0.419
H 2.769 -1.841 1.338
H 0.772 -2.086 -2.524
H 2.908 -0.415 -2.794
C -3.001 1.277 -0.345
C -2.815 0.147 0.542
C -2.226 -0.915 -0.209
H -3.212 0.072 1.544
C -2.074 -0.464 -1.600
C -2.586 0.904 -1.649
H -2.677 1.504 -2.555
H -3.487 2.215 -0.077
H -2.075 -1.949 0.080
H -1.891 -1.162 -2.414
Pt -0.017 -0.023 -0.742
O 0.444 1.129 2.001
C 0.324 0.690 0.938
*
```

=====

No. 4
The following is a DFT calculation (ωB97M-V with the def2-TZVPD basis set) of a molecular structure, CH2I2S.

Calculated values
Orbital gap (spin up / spin down) in eV: 8.171 / 5.928
Calculated total energy in a.u.: -1032.73711
ΔE to the lowest compared entry with this formula, charge and spin in kJ/mol: 314.2
LUMO energy (spin up / spin down) in Ha: -0.047 / -0.097

Geometry as ORCA input:
```
! wB97M-V def2-TZVPD RIJCOSX def2/J DEFGRID3
* xyz 0 1
C 2.182 -1.024 0.273
S -2.426 0.998 -0.098
I 0.142 -0.456 -0.233
I 3.743 0.205 -0.037
H 2.151 -1.556 1.322
H -2.265 1.683 -1.331
*
```

=====

No. 5
The following is a DFT calculation (ωB97M-V with the def2-TZVPD basis set) of a molecular structure, C47H43CdF9N2O3P2SSe3.

Calculated values
Orbital gap in eV: 5.328
Calculated total energy in a.u.: -11503.97892
ΔE to the lowest compared entry with this formula, charge and spin in kJ/mol: 110.0
LUMO energy in Ha: 0.146

Geometry as ORCA input:
```
! wB97M-V def2-TZVPD RIJCOSX def2/J DEFGRID3
* xyz -2 1
Cd -0.190 0.621 1.112
Se -0.530 3.199 1.648
P 0.897 3.143 -0.015
Se 1.844 1.613 -1.215
C 0.580 4.638 -1.017
C 0.261 5.819 -0.362
C 0.131 6.996 -1.075
C 0.330 6.998 -2.447
C 0.638 5.817 -3.103
C 0.762 4.638 -2.390
C 2.436 3.744 0.811
C 3.351 4.510 0.100
C 4.553 4.870 0.675
C 4.861 4.454 1.960
C 3.967 3.661 2.658
C 2.760 3.302 2.086
H 0.130 5.799 0.713
H -0.112 7.916 -0.558
H 0.243 7.919 -3.007
H 0.796 5.816 -4.174
H 1.009 3.707 -2.884
H 3.124 4.809 -0.916
H 5.254 5.474 0.116
H 5.801 4.744 2.412
H 4.207 3.312 3.653
H 2.067 2.670 2.631
C -2.999 5.813 -3.511
O -3.774 4.665 -3.737
C -3.414 3.506 -3.092
C -4.210 2.383 -3.389
C -3.967 1.203 -2.748
C -2.924 1.043 -1.818
C -2.798 -0.153 -1.026
C -3.915 -1.189 -1.064
O -1.842 -0.413 -0.286
C -2.021 2.148 -1.618
O -0.973 2.052 -0.913
C -2.361 3.387 -2.233
H -3.430 6.593 -4.139
H -1.953 5.653 -3.786
H -3.034 6.123 -2.463
H -5.008 2.486 -4.109
H -4.590 0.353 -2.983
H -4.892 -0.768 -1.281
H -3.959 -1.666 -0.086
H -3.664 -1.940 -1.816
H -1.729 4.224 -1.987
C -1.774 -3.115 4.260
N -2.926 -2.358 4.717
C -4.146 -3.128 4.777
C -3.072 -1.096 4.130
S -4.237 -0.812 2.971
N -2.318 -0.132 4.644
C -2.332 1.213 4.135
C -1.384 -0.342 5.725
H -1.550 -3.900 4.984
H -0.910 -2.464 4.163
H -1.959 -3.580 3.285
H -4.545 -3.395 3.791
H -4.902 -2.538 5.299
H -3.947 -4.037 5.345
H -2.911 1.262 3.210
H -1.305 1.540 3.945
H -2.779 1.876 4.885
H -1.621 -1.265 6.250
H -1.452 0.514 6.401
H -0.365 -0.398 5.329
Se 0.760 -0.626 2.970
F -2.068 -7.707 -0.415
C -1.707 -7.164 0.778
F -0.921 -8.098 1.352
F -2.836 -7.135 1.504
C -1.041 -5.834 0.619
C 0.327 -5.781 0.375
C 0.939 -4.562 0.154
C 0.196 -3.383 0.157
C -1.163 -3.446 0.449
C -1.785 -4.661 0.674
P 0.852 -1.714 -0.266
C 0.834 -1.986 -2.090
C 0.161 -1.059 -2.876
C 0.105 -1.206 -4.251
C 0.731 -2.298 -4.841
C 1.417 -3.227 -4.065
C 1.464 -3.068 -2.696
C 0.724 -2.484 -6.326
F 0.709 -3.785 -6.692
F 1.822 -1.967 -6.927
F -0.333 -1.930 -6.946
C 2.619 -1.961 0.085
C 2.974 -2.514 1.313
C 4.300 -2.597 1.685
C 5.284 -2.130 0.820
C 4.939 -1.541 -0.391
C 3.608 -1.457 -0.755
C 6.721 -2.269 1.210
F 7.551 -2.394 0.148
F 6.958 -3.365 1.967
F 7.216 -1.235 1.923
H 0.908 -6.693 0.360
H 2.007 -4.535 -0.011
H -1.713 -2.517 0.519
H -2.842 -4.700 0.894
H -0.303 -0.207 -2.405
H -0.417 -0.481 -4.860
H 1.904 -4.067 -4.540
H 2.002 -3.788 -2.100
H 2.206 -2.840 1.996
H 4.567 -3.007 2.647
H 5.707 -1.144 -1.038
H 3.334 -0.980 -1.685
*
```

=====

No. 6
The following is a DFT calculation (ωB97M-V with the def2-TZVPD basis set) of a molecular structure, C34H27CoN8O5S2.

Calculated values
Orbital gap in eV: 5.749
Calculated total energy in a.u.: -4305.27388
ΔE to the lowest compared entry with this formula, charge and spin in kJ/mol: 0.0
LUMO energy in Ha: -0.065

Geometry as ORCA input:
```
! wB97M-V def2-TZVPD RIJCOSX def2/J DEFGRID3
* xyz 0 1
Co 0.525 -1.098 0.799
O -3.837 -1.657 1.214
C -4.099 -0.438 0.693
C -5.413 -0.184 0.303
C -5.754 1.038 -0.240
C -4.793 2.033 -0.408
C -3.491 1.785 -0.026
C -3.123 0.557 0.532
C -1.707 0.316 0.865
O -1.351 -0.903 1.222
N -0.848 1.282 0.776
N 0.392 0.759 1.094
C 1.282 1.525 1.592
C 2.441 1.001 2.274
C 3.482 1.865 2.637
C 4.558 1.417 3.368
C 4.590 0.076 3.763
C 3.568 -0.789 3.439
C 2.460 -0.356 2.685
O 1.512 -1.225 2.417
H -2.872 -1.703 1.367
H -6.144 -0.970 0.432
H -6.777 1.218 -0.544
H -5.061 2.987 -0.841
H -2.719 2.530 -0.162
H 1.086 2.595 1.586
H 3.429 2.901 2.322
H 5.359 2.090 3.643
H 5.433 -0.292 4.335
H 3.589 -1.826 3.747
C -2.399 -5.606 2.091
C -2.094 -4.433 2.767
C -1.117 -3.584 2.274
C -0.445 -3.930 1.110
C -0.728 -5.112 0.434
C -1.717 -5.942 0.927
N 0.562 -3.035 0.644
N 1.493 -3.541 -0.005
C 2.471 -2.609 -0.399
C 3.595 -3.083 -1.037
C 4.580 -2.167 -1.391
C 4.384 -0.836 -1.098
C 3.210 -0.439 -0.459
N 2.273 -1.309 -0.114
H -3.172 -6.261 2.472
H -2.621 -4.174 3.674
H -0.859 -2.668 2.787
H -0.189 -5.354 -0.471
H -1.963 -6.853 0.397
H 3.675 -4.141 -1.236
H 5.479 -2.495 -1.894
H 5.100 -0.077 -1.376
H 3.020 0.601 -0.262
N -1.746 6.563 -1.880
C -0.964 5.447 -2.101
C -1.063 4.733 -3.295
C -0.251 3.637 -3.529
C 0.670 3.243 -2.572
C 0.784 3.951 -1.381
C -0.025 5.041 -1.144
S 1.668 1.815 -2.829
O 1.449 1.373 -4.187
O 3.015 2.136 -2.419
N 1.110 0.780 -1.747
C 0.180 -0.112 -2.001
S -0.773 -0.270 -3.476
C -1.715 -1.519 -2.737
C -1.279 -1.770 -1.496
N -0.209 -0.997 -1.078
H -2.549 6.703 -2.465
H -1.824 6.910 -0.941
H -1.780 5.047 -4.045
H -0.322 3.078 -4.452
H 1.520 3.640 -0.651
H 0.065 5.598 -0.218
H -2.524 -2.006 -3.254
H -1.692 -2.505 -0.823
*
```

=====

No. 7
The following is a DFT calculation (ωB97M-V with the def2-TZVPD basis set) of a molecular structure, C21H40P2Ti.

Calculated values
Orbital gap (spin up / spin down) in eV: 5.936 / 6.016
Calculated total energy in a.u.: -2355.40345
ΔE to the lowest compared entry with this formula, charge and spin in kJ/mol: 9.5
LUMO energy (spin up / spin down) in Ha: -0.273 / -0.270

Geometry as ORCA input:
```
! wB97M-V def2-TZVPD RIJCOSX def2/J DEFGRID3
* xyz 2 1
P -0.499 -1.970 -1.993
P -0.084 1.318 -2.818
C -0.898 -1.221 -3.596
C -0.053 -0.032 -4.044
H -1.959 -0.971 -3.601
H -0.787 -2.016 -4.348
H 0.978 -0.306 -4.317
H -0.482 0.417 -4.957
C -1.723 2.048 -3.233
H -2.089 2.675 -2.414
H -2.429 1.243 -3.467
H -1.565 2.664 -4.127
C 0.976 2.635 -3.554
H 0.437 3.031 -4.426
H 1.961 2.241 -3.871
H 1.113 3.444 -2.813
C -1.798 -3.279 -1.985
H -1.748 -3.969 -1.127
H -1.567 -3.860 -2.879
H -2.806 -2.871 -2.066
C 1.034 -2.774 -2.651
H 1.812 -2.019 -2.867
H 0.769 -3.274 -3.601
H 1.436 -3.528 -1.965
Ti -1.078 -2.170 0.211
C 1.118 2.385 1.575
C -0.006 2.806 0.957
C -0.728 2.013 -0.112
C -0.520 0.473 -0.053
C 0.713 -0.047 -0.817
C 1.462 0.947 -1.586
C 2.219 1.843 -0.622
C 2.082 1.465 0.927
C 0.714 -3.124 0.812
H 1.405 2.803 2.545
H -0.445 3.777 1.187
H -0.431 2.407 -1.112
H -1.812 2.216 -0.071
H -0.428 0.247 1.010
H -1.470 -0.027 -0.406
H 1.319 -0.798 -0.281
H 2.082 0.620 -2.423
H 2.007 2.912 -0.755
H 3.281 1.699 -0.837
H 1.744 0.416 1.098
H 3.082 1.437 1.411
H 1.424 -2.433 1.295
H 1.225 -3.677 -0.002
H 0.372 -3.822 1.613
C 0.685 -0.819 5.157
C -0.669 -0.386 4.558
C -1.781 -0.746 5.556
C -0.651 1.138 4.329
C -0.849 -0.977 3.256
C -1.041 -1.494 2.155
H 0.752 -0.352 6.151
H 1.517 -0.486 4.518
H 0.727 -1.914 5.248
H -1.532 -0.230 6.494
H -2.761 -0.413 5.192
H -1.809 -1.830 5.723
H 0.145 1.405 3.612
H -1.616 1.470 3.909
H -0.477 1.639 5.293
*
```

=====

No. 8
The following is a DFT calculation (ωB97M-V with the def2-TZVPD basis set) of a molecular structure, C5H7N3.

Calculated values
Orbital gap (spin up / spin down) in eV: 5.850 / 7.242
Calculated total energy in a.u.: -358.74993
ΔE to the lowest compared entry with this formula, charge and spin in kJ/mol: 205.0
LUMO energy (spin up / spin down) in Ha: 0.035 / -0.068

Geometry as ORCA input:
```
! wB97M-V def2-TZVPD RIJCOSX def2/J DEFGRID3
* xyz 0 3
C 0.912 -0.588 1.969
C 0.479 0.743 1.909
C 0.093 -0.504 -0.141
C -0.596 -1.779 -2.057
C -0.511 -0.604 -1.460
N 0.593 -1.208 0.773
N -0.021 1.115 0.782
N -0.220 2.291 0.154
H 1.220 -1.081 2.833
H 0.632 1.283 2.860
H -1.033 -1.970 -3.125
H -0.353 -2.692 -1.510
H -0.788 0.301 -2.039
H -0.990 2.295 -0.524
H 0.583 2.397 -0.424
*
```